Entry from OMol25: a structure of composition C50H38N6PZr (ωB97M-V with the def2-TZVPD basis set).

For the strongest force on any atom, the calculation gives 0.49 eV/Å. Its frontier orbital gap is 0.2172 Eh. The calculation puts the energy relative to the best compared isomer or geometry (same formula, charge and spin) at 0.000 eV. Its HOMO energy is -9.80 eV. Its molecular weight is 845.1 g/mol. Its charge is +1.

Each line ends with the Mulliken charge.
Element x y z (Å)
H 3.85674 4.38838 2.18392  0.497
C 3.73702 -0.45606 -2.35389  -0.118
C -1.72842 4.49981 -1.45950  -0.924
C -4.26950 1.35702 -3.87266  -0.739
N 0.04123 3.14678 -0.60259  0.011
C -4.95347 0.30733 0.64598  -0.410
H -3.65452 -2.35578 -1.94199  0.455
H -6.26364 2.68359 2.66401  0.407
H 1.19298 -5.01028 1.67898  0.499
H -1.41227 2.40670 -1.85074  0.791
H 3.88811 -1.67267 0.79738  0.685
C 5.56532 3.10478 2.06176  -0.798
C -2.63376 -1.79500 -0.13068  0.735
Zr 0.88907 0.99397 0.12695  0.911
C 0.97242 -3.65841 0.00917  1.423
H 0.59615 -5.04969 -3.06556  0.457
C -1.05754 3.29562 -1.34727  -0.702
C -3.65797 0.80665 0.52521  0.113
H 1.13002 2.45277 5.33259  0.471
H 6.20474 3.72287 2.67524  0.410
H -3.81431 0.89276 -5.91515  0.401
H 4.26923 -1.53473 -4.12702  0.434
C 0.78166 -1.95423 -1.70409  -1.182
C 0.69094 -4.29257 -2.29910  -1.042
C 1.18773 -1.62105 1.87693  1.323
C 1.16168 1.62441 4.63617  -0.906
H -2.04084 -0.73128 -5.33470  0.457
P -2.43713 -0.04034 -0.49458  1.265
C -0.12517 5.44611 0.04168  -0.663
H 0.29445 6.26189 0.61272  0.531
C 1.15144 -3.97101 1.37457  -1.595
C 4.18090 -1.57328 -3.04880  -0.770
C -5.89023 0.98426 1.40951  -0.785
H -5.05238 2.06103 -4.12254  0.461
H 1.71202 -1.69662 4.56753  0.419
N 3.08459 0.64900 -0.29812  0.389
C -3.27103 -2.68891 -0.98604  -0.255
C -2.15879 -2.23948 1.10413  -0.683
C 0.93424 -2.29728 -0.34402  0.995
H -3.90699 -4.71295 -1.28705  0.470
C -5.53311 2.15850 2.06276  -0.536
C 0.84018 -4.64825 -0.99017  -1.027
C -1.26348 5.58770 -0.73189  -0.323
C 6.05817 1.90326 1.50592  -0.740
H 0.86597 -5.69056 -0.69673  0.504
C 0.93519 1.84311 3.28457  -0.600
C 1.44952 0.34556 5.08909  -1.007
C 4.41289 -2.76376 -0.97862  -1.053
C 1.47747 -0.70971 4.19342  -1.056
H -6.89535 0.59511 1.50258  0.426
H -3.05722 -5.49401 0.89687  0.431
C -4.24041 2.65010 1.95691  -0.864
C 0.95882 0.80326 2.35466  1.488
N 2.19294 2.93091 0.62760  1.099
C 5.28626 1.07553 0.73494  -0.845
H -1.95099 -3.90107 2.43558  0.528
C -2.27047 -0.45661 -3.22393  -0.408
N 1.05541 -1.30941 0.59659  0.898
H -5.23258 -0.61450 0.14752  0.444
H 3.47978 0.45632 -2.87955  0.470
C 3.46299 2.62379 1.02409  0.167
H 0.57090 -2.64967 -3.69757  0.551
C 1.21489 -0.49323 2.83990  0.456
H -1.49514 -1.17171 -2.97191  0.391
H 5.71323 0.17663 0.31683  0.477
C 3.62045 -0.48803 -0.96882  -1.045
H -2.60414 4.56653 -2.08865  0.492
H 0.74492 2.86183 2.96043  0.424
H -1.67664 -1.53894 1.77811  0.494
C -2.31349 -3.56481 1.47271  -0.585
C -2.93724 -4.45753 0.60932  -0.687
C 0.51147 4.21715 0.05896  -0.071
C -2.57686 -0.21081 -4.55179  -0.744
N 1.74138 4.09742 0.74077  -1.347
C 3.97493 -1.64773 -0.28307  0.588
C -3.30083 1.97431 1.18987  -0.286
C -3.57574 0.70000 -4.87749  -0.669
H 4.85265 -3.60590 -2.90449  0.449
H -3.95949 3.55588 2.47835  0.455
C 4.27925 3.46950 1.80108  -0.701
H 4.67675 -3.66322 -0.43658  0.436
H 7.08893 1.62726 1.69121  0.426
H -1.77411 6.54053 -0.77354  0.451
C 3.92851 1.39593 0.47167  1.229
H -4.51606 1.62305 -1.76213  0.421
H -2.28353 2.33737 1.11409  0.142
C -3.96608 1.10820 -2.53955  -0.641
N -0.99446 0.53097 -0.23851  0.750
C -3.41551 -4.02010 -0.61691  -0.746
H 1.65297 0.16946 6.13686  0.407
C -2.96496 0.19939 -2.20624  -0.227
C 4.51170 -2.73264 -2.36431  -0.667
H 0.75624 -0.91298 -2.00534  0.598
C 0.67032 -2.92796 -2.65577  -0.607
H 1.36447 -3.21053 3.33922  0.440
C 1.25361 -2.97497 2.29275  -1.488

=====

Entry from OMol25: a structure of composition C38H54F5N7O5P2Sb2V in a non-equilibrium geometry (ωB97M-V with the def2-TZVPD basis set).

For the strongest force on any atom, the calculation gives 2.55 eV/Å. Its frontier orbital gap (alpha / beta) is 0.2384 / 0.2518 Eh. As for the multiplicity: 4. The calculation puts the energy relative to the best compared isomer or geometry (same formula, charge and spin) at 0.304 eV. Its HOMO energy (alpha / beta) is -6.49 / -6.85 eV. Its molecular weight is 1140.3 g/mol.

Each line ends with the Mulliken charge.
Element x y z (Å)
O -0.51382 -1.30184 1.41500  1.058
H 1.18788 -4.77639 -2.38547  0.493
N -0.41983 -2.49265 3.65382  0.791
C 4.04951 -0.31093 2.67887  -1.041
C 1.21900 -3.70218 -2.52259  -0.243
H -7.42581 -2.61583 -2.66716  0.405
H 3.75579 -5.18067 0.11761  0.325
H 4.12060 -1.63430 -0.88572  0.209
H -1.70488 3.30469 1.31507  0.200
C -2.34216 -3.76169 1.11471  -0.938
C 1.91459 -3.12405 -3.56742  -0.996
C -2.40901 3.08986 0.51355  -1.416
C 1.77788 2.82111 2.58500  -1.197
H 4.77008 -4.50672 1.39847  0.280
H -4.02822 -0.90274 0.94614  0.495
H -3.40823 3.41606 0.79856  0.512
V 0.17747 -0.02965 -0.24273  0.307
N 0.84832 1.61702 0.73740  1.333
O -1.38027 1.33851 2.89630  0.388
H -0.76677 -5.94144 1.94132  0.380
H -2.21656 -0.68732 -6.45021  0.390
F -2.77978 3.52384 7.75647  -0.339
H -0.54592 -0.36846 3.64543  -1.487
C 1.21644 0.53262 -2.85493  -0.483
C 1.06121 2.69586 -0.05422  0.762
C -3.30326 3.06176 5.48489  -0.093
H 3.94044 0.19328 3.64088  0.329
C -0.27824 -1.18292 4.32240  0.276
C -0.89069 1.84043 5.15342  -0.493
H 1.54538 2.94326 -2.14626  0.690
C 1.20882 -0.99117 -2.75897  0.315
O 1.37918 -2.98893 1.80688  0.637
C -2.95921 2.51479 4.26446  -0.667
C 0.54288 -2.87940 -1.63939  -1.062
C -4.01089 0.17353 -4.13795  -1.864
H -1.47904 -3.04614 -3.47216  0.414
Sb -1.97146 -0.38281 -3.75348  0.547
H 2.44967 -3.73655 -4.28370  0.466
H -3.01991 -0.30470 2.31995  0.029
H 2.96388 -3.35714 3.70672  0.163
H -2.79882 -2.93727 1.66122  0.285
C -5.83193 -1.34493 -3.33632  -0.669
C 3.62775 -2.49472 3.70463  -0.995
H 3.56909 -2.02799 4.68852  0.378
H -4.29379 -0.26020 -5.09828  0.614
H -4.03154 1.26244 -4.23455  0.613
O 1.67688 1.08785 -3.85392  -0.834
H -5.80509 -1.78520 -4.32882  0.345
F -3.86800 2.62353 3.26581  -0.327
H 5.43373 -2.56237 -0.12083  0.295
C -1.35559 -0.49055 -5.80947  -1.333
H 4.44442 -3.28803 -1.40207  0.374
N 3.46352 -3.13463 0.44398  0.861
C -3.64055 -0.02499 1.46970  -1.220
C 1.22028 1.68922 2.02633  -0.968
H -2.86030 -4.67912 1.39504  0.418
C -0.32747 -5.21543 1.25251  -0.929
H -2.48544 -3.58406 0.04647  0.187
C 4.42417 -2.61946 -0.53901  -1.113
H 2.03705 2.82738 3.63511  0.577
H -2.89514 -2.81226 -4.52856  0.478
F 0.32938 1.24518 5.04720  -0.375
N 0.69467 1.06075 -1.75605  0.814
P 2.57326 -2.05080 1.27871  -0.680
C -4.96566 0.27460 -1.77552  1.084
C -0.17206 -3.65124 4.50397  -0.973
H -3.07162 -2.66871 -2.76476  0.222
H 0.74688 -1.03514 4.68021  0.321
Sb -2.38989 1.00910 0.10688  0.376
H -0.87075 0.43721 -6.11437  0.380
H 1.73405 4.71416 -0.21270  0.568
C -2.40532 -2.48325 -3.60924  -1.289
C -1.72814 1.86408 4.01650  0.876
H -0.36687 -4.58340 3.97388  0.254
C -4.02205 1.37047 -1.35979  -1.662
H -0.63802 -1.30742 -5.90884  0.383
H 0.74718 -5.18896 1.41005  0.092
C -2.44098 3.00066 6.56346  0.680
H -4.46825 0.59696 1.80698  0.526
C 1.90039 -1.74506 -3.68704  -0.641
H 2.40469 -1.21412 -4.48451  0.631
C -4.94560 -0.30065 -3.05066  0.770
H 1.02657 0.81196 2.62576  0.712
H -0.83938 -3.61236 5.36515  0.342
H 2.36057 4.84842 2.19616  0.444
C 1.59322 3.86924 0.44937  -1.045
H -0.17467 2.98575 -1.80426  0.158
H -0.50753 -5.56700 0.23236  0.384
H -4.57711 2.13397 -0.81126  0.768
H 3.04725 -4.79650 1.68353  0.187
H 4.65540 -2.84130 3.55266  0.263
N 3.22394 -1.52596 2.68816  0.971
H -0.95256 -1.15390 5.17926  0.595
C -6.75189 -1.80822 -2.40933  -0.736
C -6.81554 -1.19780 -1.16134  -0.780
H 0.85978 -3.66664 4.87315  0.263
F -0.35847 2.29698 7.40564  -0.331
O 2.21359 -0.88602 0.43048  -0.569
H 3.71911 0.36512 1.89744  0.265
H -3.56065 1.85484 -2.22467  0.356
C 0.76528 2.49543 -1.53102  -1.299
P -0.17158 -2.59466 2.05980  -1.627
C -5.93579 -0.16909 -0.86828  -0.532
C 3.77557 -4.46966 0.94583  -1.018
C -1.22468 2.37965 6.37981  0.080
H -7.54663 -1.51214 -0.42619  0.431
N -0.91021 -3.89610 1.43852  0.763
N 0.52416 -1.54182 -1.73234  1.390
C 1.94998 3.93423 1.78373  -0.763
H 5.10865 -0.54801 2.52989  0.292
H -0.03368 -3.30366 -0.82856  0.172
H -5.99845 0.31829 0.09799  0.404
H -2.10892 3.59480 -0.40845  0.510
F -4.49652 3.65964 5.63210  -0.321

=====

Entry from OMol25: a structure of composition C25H19Cl2N4O2Pt in a non-equilibrium geometry (ωB97M-V with the def2-TZVPD basis set).

For the strongest force on any atom, the calculation gives 2.13 eV/Å. Its frontier orbital gap (alpha / beta) is 0.2366 / 0.2086 Eh. As for the multiplicity: 3. The calculation puts the energy relative to the best compared isomer or geometry (same formula, charge and spin) at 13.500 eV. Its HOMO energy (alpha / beta) is -3.67 / -3.99 eV. Its molecular weight is 673.4 g/mol. Its charge is -1.

Each line ends with the Mulliken charge.
Element x y z (Å)
N 0.44117 -3.75246 0.49855  -0.742
C 2.50554 -3.85603 1.70098  -0.421
H -2.59792 -1.59099 -0.59422  0.468
H 3.31628 2.05275 -1.45891  0.423
C 1.60460 3.02113 3.58327  -0.691
H -3.55386 2.60842 -3.99107  0.296
H -1.59223 3.67237 -4.64779  0.247
H 3.01816 2.65272 0.24016  0.338
Cl 0.95942 1.98674 -0.97480  0.618
H -0.96984 -5.53308 -0.33157  0.407
N 1.77637 -1.83418 0.63309  -0.005
C 0.26151 2.05328 -2.31934  -0.138
H 0.99124 4.42242 5.04879  0.339
H 4.33371 -3.71846 2.78104  0.366
Cl -4.47762 0.69210 -2.24944  -0.279
C -2.63890 2.24542 -3.53230  -0.335
C 0.86102 4.06725 4.03202  -0.366
C 1.56369 -3.15213 0.92470  0.111
H -3.18510 -6.47778 -0.86174  0.331
C 1.47082 2.50148 2.24398  0.331
C 2.84441 -1.18702 1.11699  0.143
N -1.09606 -0.45716 -1.78507  -0.473
H 2.62912 3.69894 -1.21045  0.403
C -3.96105 -3.19117 -0.97673  -0.725
H -1.01562 4.69282 1.27440  0.460
C -0.26807 4.24695 1.91839  -0.816
H 0.55061 3.44540 -3.83789  0.260
C 2.73162 2.69281 -0.80672  -1.338
C -1.81240 -4.88362 -0.51512  -0.278
C -1.62479 -3.49775 -0.46008  0.427
H -5.11585 -4.97827 -1.28604  0.372
H -0.68702 5.51696 3.57319  0.355
C 0.12371 2.77220 0.08500  -0.476
C -0.09092 4.69631 3.19397  -0.501
C -4.14344 -4.56497 -1.05063  -0.422
N -0.37184 -2.94261 -0.16688  0.233
O 1.54860 0.49375 -1.01984  -0.660
C 3.78260 -1.83226 1.88912  -0.928
H 2.89409 -0.13751 0.86912  0.460
H -4.78969 -2.51538 -1.14669  0.329
C 0.50048 3.17690 1.37481  0.875
C -2.83741 1.15978 -2.67437  0.042
C -1.49044 2.91103 -3.88386  -0.487
H 4.62644 -1.27858 2.27300  0.414
H 2.31871 -4.89877 1.91098  0.440
O 2.16825 1.54395 1.84350  -0.656
Pt 0.39160 -1.14032 -0.61804  0.340
H 2.32797 2.52623 4.22030  0.383
C -1.86808 0.31409 -2.18449  0.660
C 3.60631 -3.19196 2.17525  -0.170
C -2.71694 -2.66004 -0.68043  -0.324
C -0.18309 2.81098 -3.32838  -0.118
C -3.05984 -5.40271 -0.81174  -0.522

=====

Entry from OMol25: a cluster of 2 separate species, C4H12 in total in a non-equilibrium geometry (ωB97M-V with the def2-TZVPD basis set).

For the strongest force on any atom, the calculation gives 4.16 eV/Å. Its frontier orbital gap (alpha / beta) is 0.1026 / 0.4207 Eh. As for the multiplicity: 2. The calculation puts the energy relative to the best compared isomer or geometry (same formula, charge and spin) at 1.516 eV. Its HOMO energy (alpha / beta) is 1.49 / -7.07 eV. Its molecular weight is 60.1 g/mol. Its charge is -1.

Each line ends with the Mulliken charge.
Element x y z (Å)
H -0.75175 0.65740 3.55203  0.716
H 0.58499 1.39219 1.60733  0.731
H 2.11260 0.10505 -2.35641  0.642
H -0.04170 -0.81594 -3.48532  0.394
H 1.19733 0.47297 -1.00445  0.004
H -1.98947 1.54975 2.44466  0.877
H -0.93716 -0.59301 -2.04502  0.534
H -0.01762 -2.04253 -2.36456  0.402
H -1.98128 -0.02826 2.48913  0.393
C -1.26300 0.82178 2.59842  -1.689
C 1.37092 -0.36663 -1.76526  -0.923
C 0.13912 -0.95670 -2.46564  -1.698
H 0.60153 -0.14869 1.81811  0.448
H 1.85533 -1.08223 -1.07314  0.445
C -0.16233 0.60188 1.47939  -2.529
H -0.71751 0.43297 0.57072  0.253